# 1
An isolated ion of composition C5H12N and charge +1 in a non-equilibrium geometry. Source: OMol25; level of theory: ωB97M-V/def2-TZVPD.

Bonds (Å) are listed after each position.
Positions of all 18 atoms, in Å:
1 C -1.438 -0.660 -0.233  C2 1.569, N6 1.515, H7 1.083, H8 1.081
2 C 0.074 -0.952 -0.530  C1 1.569, C3 1.504, H9 1.096, H10 1.093
3 C 0.971 0.019 0.187  C2 1.504, C4 1.344, C5 1.516
4 C 1.804 0.750 -0.574  C3 1.344, H11 1.080, H12 1.080
5 C 0.976 -0.083 1.700  C3 1.516, H13 1.091, H14 1.096, H15 1.085
6 N -1.606 0.791 -0.635  C1 1.515, H16 1.019, H17 1.023, H18 1.017
7 H -2.013 -1.206 -0.970  C1 1.083
8 H -1.601 -0.777 0.829  C1 1.081
9 H 0.153 -0.945 -1.624  C2 1.096
10 H 0.312 -2.002 -0.338  C2 1.093
11 H 1.715 0.546 -1.631  C4 1.080
12 H 2.605 1.401 -0.258  C4 1.080
13 H 1.858 0.307 2.209  C5 1.091
14 H 0.242 0.507 2.261  C5 1.096
15 H 0.809 -1.146 1.840  C5 1.085
16 H -1.086 1.417 -0.021  N6 1.019
17 H -1.199 0.934 -1.563  N6 1.023
18 H -2.575 1.101 -0.650  N6 1.017

## Properties
* highest occupied orbital energy: -13.65 eV
* Kohn-Sham gap: 10.09 eV
* structure (SMILES): C=C(C)CC[NH3+]
* net charge: +1

***

# 2
A 13-piece molecular cluster, C31H52Cl16O15 overall in a non-equilibrium geometry. Source: OMol25; level of theory: ωB97M-V/def2-TZVPD.

Bonds (Å) are listed after each position.
Positions of all 114 atoms, in Å:
1 C 36.911 20.398 -20.688  C2 1.542, O6 1.421, H7 1.089, H8 1.089
2 C 37.440 19.728 -19.405  C1 1.542, O3 1.418, H9 1.091, H10 1.088
3 O 38.594 20.483 -19.076  C2 1.418, C4 1.349
4 C 38.663 21.585 -19.851  O3 1.349, O5 1.186, O6 1.346
5 O 39.473 22.445 -19.750  C4 1.186
6 O 37.674 21.594 -20.764  C1 1.421, C4 1.346
7 H 35.847 20.603 -20.574  C1 1.089
8 H 37.032 19.775 -21.574  C1 1.089
9 H 37.725 18.703 -19.648  C2 1.091
10 H 36.687 19.743 -18.620  C2 1.088
11 C 33.585 17.364 -28.209  C12 1.528, O16 1.444, H17 1.083, H18 1.087
12 C 32.227 16.663 -28.216  C11 1.528, O13 1.432, H19 1.089, H20 1.089
13 O 32.061 16.235 -26.860  C12 1.432, C14 1.362
14 C 32.832 17.041 -26.077  O13 1.362, O15 1.196, O16 1.327
15 O 32.743 17.101 -24.886  C14 1.196
16 O 33.704 17.717 -26.814  C11 1.444, C14 1.327
17 H 33.638 18.295 -28.761  C11 1.083
18 H 34.395 16.684 -28.458  C11 1.087
19 H 32.233 15.782 -28.855  C12 1.089
20 H 31.414 17.305 -28.554  C12 1.089
21 C 35.820 15.928 -22.709  C22 1.540, O26 1.432, H27 1.084, H28 1.090
22 C 35.704 17.183 -23.594  C21 1.540, O23 1.426, H29 1.086, H30 1.093
23 O 35.266 18.169 -22.662  C22 1.426, C24 1.342
24 C 34.872 17.595 -21.515  O23 1.342, O25 1.197, O26 1.346
25 O 34.616 18.211 -20.521  C24 1.197
26 O 35.016 16.258 -21.571  C21 1.432, C24 1.346
27 H 36.848 15.728 -22.431  C21 1.084
28 H 35.379 15.074 -23.223  C21 1.090
29 H 35.080 17.180 -24.482  C22 1.086
30 H 36.735 17.389 -23.893  C22 1.093
31 C 39.054 18.186 -27.751  C32 1.546, O36 1.418, H37 1.088, H38 1.086
32 C 38.086 18.943 -26.813  C31 1.546, O33 1.424, H39 1.091, H40 1.088
33 O 36.860 18.933 -27.537  C32 1.424, C34 1.357
34 C 37.078 18.552 -28.821  O33 1.357, O35 1.188, O36 1.336
35 O 36.256 18.592 -29.678  C34 1.188
36 O 38.324 18.091 -28.963  C31 1.418, C34 1.336
37 H 39.259 17.201 -27.337  C31 1.088
38 H 39.980 18.732 -27.913  C31 1.086
39 H 38.462 19.945 -26.600  C32 1.091
40 H 37.879 18.431 -25.875  C32 1.088
41 C 30.255 18.137 -23.022  C42 1.532, O46 1.430, H47 1.089, H48 1.085
42 C 31.158 17.433 -22.004  C41 1.532, O43 1.418, H49 1.088, H50 1.088
43 O 30.240 16.972 -21.026  C42 1.418, C44 1.351
44 C 28.999 17.460 -21.244  O43 1.351, O45 1.183, O46 1.354
45 O 28.053 17.211 -20.580  C44 1.183
46 O 29.027 18.298 -22.308  C41 1.430, C44 1.354
47 H 30.061 17.510 -23.892  C41 1.089
48 H 30.595 19.112 -23.354  C41 1.085
49 H 31.931 18.017 -21.508  C42 1.088
50 H 31.635 16.574 -22.470  C42 1.088
51 Cl 36.569 9.834 -23.832  C52 1.799
52 C 37.190 11.132 -22.751  Cl51 1.799, C53 1.509, H55 1.086, H56 1.087
53 C 37.741 12.290 -23.546  C52 1.509, Cl54 1.789, H57 1.086, H58 1.088
54 Cl 38.453 13.474 -22.410  C53 1.789
55 H 37.983 10.633 -22.201  C52 1.086
56 H 36.418 11.485 -22.072  C52 1.087
57 H 36.961 12.827 -24.077  C53 1.086
58 H 38.484 11.956 -24.267  C53 1.088
59 Cl 35.241 13.960 -25.873  C60 1.799
60 C 34.567 12.688 -26.952  Cl59 1.799, C61 1.501, H63 1.087, H64 1.086
61 C 33.919 11.630 -26.107  C60 1.501, Cl62 1.804, H65 1.083, H66 1.083
62 Cl 33.118 10.429 -27.188  C61 1.804
63 H 35.372 12.294 -27.566  C60 1.087
64 H 33.851 13.189 -27.596  C60 1.086
65 H 33.093 12.042 -25.540  C61 1.083
66 H 34.568 11.041 -25.470  C61 1.083
67 Cl 34.750 20.396 -24.972  C68 1.764
68 C 33.304 20.242 -23.974  Cl67 1.764, C69 1.522, H71 1.085, H72 1.089
69 C 33.314 21.276 -22.856  C68 1.522, Cl70 1.798, H73 1.084, H74 1.086
70 Cl 32.128 20.750 -21.611  C69 1.798
71 H 33.299 19.248 -23.536  C68 1.085
72 H 32.420 20.323 -24.603  C68 1.089
73 H 33.052 22.267 -23.208  C69 1.084
74 H 34.297 21.238 -22.394  C69 1.086
75 Cl 42.537 14.264 -25.334  C76 1.767
76 C 40.839 14.476 -25.772  Cl75 1.767, C77 1.511, H79 1.087, H80 1.088
77 C 40.156 15.474 -24.867  C76 1.511, Cl78 1.792, H81 1.090, H82 1.086
78 Cl 38.417 15.571 -25.288  C77 1.792
79 H 40.376 13.495 -25.707  C76 1.087
80 H 40.795 14.844 -26.795  C76 1.088
81 H 40.579 16.471 -24.992  C77 1.090
82 H 40.238 15.266 -23.804  C77 1.086
83 Cl 35.827 13.279 -18.526  C84 1.798
84 C 34.488 14.162 -17.714  Cl83 1.798, C85 1.509, H87 1.088, H88 1.090
85 C 33.843 15.121 -18.684  C84 1.509, Cl86 1.802, H89 1.086, H90 1.087
86 Cl 32.296 15.688 -17.954  C85 1.802
87 H 34.879 14.625 -16.810  C84 1.088
88 H 33.768 13.431 -17.347  C84 1.090
89 H 33.568 14.617 -19.605  C85 1.086
90 H 34.527 15.934 -18.913  C85 1.087
91 Cl 41.664 18.475 -20.120  C92 1.774
92 C 41.388 16.755 -19.784  Cl91 1.774, C93 1.511, H95 1.091, H96 1.088
93 C 39.933 16.396 -19.971  C92 1.511, Cl94 1.801, H97 1.087, H98 1.087
94 Cl 39.341 16.811 -21.621  C93 1.801
95 H 41.658 16.574 -18.742  C92 1.091
96 H 42.088 16.161 -20.368  C92 1.088
97 H 39.314 16.972 -19.287  C93 1.087
98 H 39.708 15.342 -19.827  C93 1.087
99 Cl 33.642 12.059 -22.757  C100 1.783
100 C 31.955 12.635 -22.743  Cl99 1.783, C101 1.527, H103 1.086, H104 1.086
101 C 31.925 13.973 -23.479  C100 1.527, Cl102 1.757, H105 1.088, H106 1.089
102 Cl 30.271 14.556 -23.576  C101 1.757
103 H 31.683 12.784 -21.702  C100 1.086
104 H 31.265 11.947 -23.224  C100 1.086
105 H 32.277 13.874 -24.504  C101 1.088
106 H 32.560 14.692 -22.963  C101 1.089
107 Cl 31.309 19.654 -15.519  C108 1.795
108 C 31.527 19.570 -17.298  Cl107 1.795, C109 1.515, H111 1.090, H112 1.085
109 C 32.916 20.024 -17.700  C108 1.515, Cl110 1.783, H113 1.084, H114 1.090
110 Cl 34.215 19.130 -16.868  C109 1.783
111 H 30.788 20.271 -17.686  C108 1.090
112 H 31.237 18.577 -17.627  C108 1.085
113 H 33.067 21.076 -17.487  C109 1.084
114 H 33.044 19.796 -18.758  C109 1.090

## Properties
* highest occupied orbital energy: -10.39 eV
* Kohn-Sham gap: 10.30 eV
* net charge: 0

***

# 3
A 2-piece molecular cluster, C3H5NO2 overall in a non-equilibrium geometry. Source: OMol25; level of theory: ωB97M-V/def2-TZVPD.

Bonds (Å) are listed after each position.
Positions of all 11 atoms, in Å:
1 O 0.030 1.173 1.658  C2 1.197
2 C 0.068 0.387 0.755  O1 1.197, C3 1.534, C5 1.530
3 C 0.903 -0.855 0.419  C2 1.534, O4 1.448, H9 1.095, H10 1.089
4 O -0.156 -1.285 -0.471  C3 1.448, C5 1.382
5 C -0.912 -0.141 -0.294  C2 1.530, O4 1.382, N6 1.249
6 N -2.011 0.220 -0.764  C5 1.249, H11 1.021
7 H 0.788 1.862 0.023  H8 0.748
8 H 0.938 1.498 -0.613  H7 0.748
9 H 1.861 -0.798 -0.110  C3 1.095
10 H 0.976 -1.460 1.321  C3 1.089
11 H -2.423 -0.498 -1.361  N6 1.021

## Properties
* highest occupied orbital energy: -10.46 eV
* Kohn-Sham gap: 10.27 eV
* structure (SMILES): [H]/N=C1\OCC1=O.[H][H]
* net charge: 0

***

# 4
A 3-piece molecular cluster, CH9N2O2 overall in a non-equilibrium geometry. Source: OMol25; level of theory: ωB97M-V/def2-TZVPD.

Bonds (Å) are listed after each position.
Positions of all 14 atoms, in Å:
1 N -1.815 0.098 -0.491  C2 1.304, H4 1.020, H5 1.020
2 C -1.981 0.421 0.761  N1 1.304, N3 1.335, H6 1.085
3 N -0.940 0.552 1.587  C2 1.335, H7 1.035, H8 1.124
4 H -0.886 -0.016 -0.895  N1 1.020
5 H -2.629 -0.162 -1.048  N1 1.020
6 H -2.981 0.552 1.161  C2 1.085
7 H -1.178 0.747 2.575  N3 1.035
8 H 0.128 0.288 1.353  N3 1.124
9 H 1.659 -0.115 -0.344  O11 0.997
10 H 2.129 0.202 1.073  O11 0.977
11 O 1.308 0.005 0.582  H9 0.997, H10 0.977
12 H 1.977 -0.408 -2.615  O14 0.964
13 H 2.734 -1.549 -1.883  O14 0.972
14 O 2.476 -0.614 -1.817  H12 0.964, H13 0.972

## Properties
* highest occupied orbital energy (spin up / spin down): -19.41 / -19.40 eV
* Kohn-Sham gap (spin up / spin down): 9.12 / 4.18 eV
* multiplicity: 2
* net charge: +2

***

Q: Which of these has the highest net charge?
A: CH9N2O2

***

Q: net charge of number 3 (C3H5NO2)?
A: 0

***

Q: What is the formula in the third record?
A: C3H5NO2